Formula: C32H77N2O3P
Source: the Open Molecules 2025 dataset
Level of theory: wB97M-V/def2-TZVPD

Cartesian coordinates (Å):
O (-9.363, -17.411, -25.456)
H (-8.887, -18.230, -25.694)
C (-8.802, -24.237, -25.169)
C (-8.250, -22.904, -24.849)
C (-9.381, -21.921, -24.952)
C (-8.919, -20.432, -24.725)
P (-8.533, -19.782, -22.984)
C (-7.106, -18.678, -22.903)
C (-7.089, -17.839, -21.513)
C (-5.667, -17.336, -21.231)
C (-4.586, -18.376, -20.965)
C (-8.237, -21.243, -21.801)
C (-7.938, -20.990, -20.348)
C (-8.315, -22.181, -19.419)
C (-7.658, -23.569, -19.711)
C (-10.008, -18.911, -22.397)
C (-11.391, -19.603, -22.312)
C (-12.540, -18.851, -21.564)
C (-12.741, -17.359, -22.139)
H (-8.145, -25.020, -25.549)
H (-9.520, -24.214, -25.988)
H (-9.242, -24.646, -24.259)
H (-7.391, -22.654, -25.472)
H (-7.912, -22.985, -23.816)
H (-10.092, -22.247, -24.193)
H (-9.834, -22.003, -25.939)
H (-9.693, -19.770, -25.113)
H (-7.986, -20.317, -25.277)
H (-6.926, -18.044, -23.771)
H (-6.239, -19.338, -22.884)
H (-7.344, -18.453, -20.649)
H (-7.840, -17.050, -21.478)
H (-5.558, -16.594, -20.440)
H (-5.167, -16.906, -22.098)
H (-4.291, -18.846, -21.903)
H (-4.952, -19.042, -20.183)
H (-3.700, -17.857, -20.597)
H (-7.359, -21.714, -22.245)
H (-9.049, -21.891, -22.130)
H (-8.487, -20.120, -19.989)
H (-6.925, -20.640, -20.148)
H (-9.375, -22.426, -19.478)
H (-8.151, -21.886, -18.383)
H (-8.205, -24.457, -19.395)
H (-6.718, -23.630, -19.162)
H (-7.306, -23.873, -20.697)
H (-10.034, -18.079, -23.101)
H (-9.732, -18.428, -21.460)
H (-11.324, -20.421, -21.594)
H (-11.706, -19.905, -23.311)
H (-12.232, -18.831, -20.518)
H (-13.491, -19.384, -21.589)
H (-11.883, -16.729, -21.905)
H (-13.543, -16.824, -21.631)
H (-12.897, -17.288, -23.215)
C (-5.505, -13.768, -28.228)
C (-5.806, -13.838, -26.663)
N (-6.952, -14.785, -26.299)
C (-8.347, -14.399, -26.866)
C (-6.640, -16.115, -26.919)
C (-5.402, -16.940, -26.395)
C (-7.165, -14.913, -24.794)
C (-5.931, -14.681, -23.913)
O (-5.585, -13.326, -23.700)
C (-4.733, -13.188, -22.602)
H (-5.044, -14.684, -28.595)
H (-4.733, -13.000, -28.179)
H (-6.343, -13.434, -28.840)
H (-6.240, -12.898, -26.321)
H (-4.843, -14.108, -26.228)
H (-8.262, -13.960, -27.860)
H (-8.729, -13.616, -26.212)
H (-8.973, -15.290, -26.816)
H (-6.599, -16.030, -28.005)
H (-7.471, -16.821, -26.906)
H (-4.595, -16.257, -26.127)
H (-5.100, -17.712, -27.102)
H (-5.453, -17.533, -25.482)
H (-7.696, -15.838, -24.567)
H (-7.711, -14.028, -24.467)
H (-5.068, -15.274, -24.214)
H (-6.217, -15.155, -22.973)
H (-5.129, -13.869, -21.849)
H (-4.596, -12.156, -22.278)
H (-3.737, -13.584, -22.798)
C (-13.659, -15.471, -27.548)
C (-12.764, -16.583, -26.904)
N (-13.471, -18.020, -26.676)
C (-12.522, -18.850, -25.928)
C (-14.680, -17.650, -25.857)
C (-15.667, -18.811, -25.524)
C (-13.856, -18.600, -28.109)
C (-12.845, -18.629, -29.292)
O (-11.669, -19.422, -29.066)
C (-10.473, -18.928, -29.704)
H (-14.185, -15.876, -28.412)
H (-13.140, -14.577, -27.894)
H (-14.445, -15.110, -26.884)
H (-12.308, -16.339, -25.944)
H (-11.972, -16.883, -27.589)
H (-11.976, -19.484, -26.628)
H (-13.121, -19.529, -25.322)
H (-11.782, -18.273, -25.373)
H (-15.237, -16.924, -26.451)
H (-14.312, -17.193, -24.939)
H (-16.074, -18.655, -24.525)
H (-15.259, -19.810, -25.371)
H (-16.491, -18.902, -26.232)
H (-14.612, -17.879, -28.419)
H (-14.242, -19.585, -27.846)
H (-12.636, -17.684, -29.793)
H (-13.437, -19.166, -30.032)
H (-10.678, -18.957, -30.774)
H (-9.635, -19.599, -29.518)
H (-10.206, -17.888, -29.515)

Values from the calculation:
net charge: +2
highest occupied orbital energy: -12.31 eV
energy above the lowest of the compared OMol25 structures with the same formula, charge and spin: 3.710 eV
HOMO-LUMO gap: 8.654 eV


Formula: C31H48BrN5OSSi2V
Source: the Open Molecules 2025 dataset
Level of theory: wB97M-V/def2-TZVPD

Cartesian coordinates (Å):
V (0.805, -1.519, -0.032)
C (3.242, -2.689, -2.542)
N (1.832, -2.578, -2.163)
C (1.176, -3.503, -1.387)
S (-0.499, -3.358, -1.184)
N (1.942, -4.367, -0.722)
C (1.461, -5.244, 0.347)
H (3.466, -1.878, -3.229)
H (3.444, -3.644, -3.033)
H (3.892, -2.575, -1.675)
H (1.223, -2.134, -2.836)
H (2.942, -4.258, -0.798)
H (0.409, -5.457, 0.189)
H (1.575, -4.764, 1.319)
H (2.032, -6.169, 0.318)
C (-1.864, -5.637, 4.013)
C (-0.703, -5.266, 4.677)
C (0.024, -4.164, 4.243)
C (-0.381, -3.414, 3.135)
C (-1.549, -3.816, 2.477)
C (-2.290, -4.907, 2.911)
Si (0.605, -1.929, 2.493)
C (-0.036, -0.356, 3.335)
C (0.840, 0.663, 3.716)
C (0.371, 1.877, 4.205)
C (-0.994, 2.097, 4.325)
C (-1.884, 1.094, 3.960)
C (-1.406, -0.115, 3.472)
H (-2.434, -6.494, 4.352)
H (-0.368, -5.832, 5.537)
H (0.924, -3.877, 4.777)
H (-1.877, -3.269, 1.597)
H (-3.194, -5.193, 2.388)
H (1.955, -2.123, 3.141)
H (1.911, 0.508, 3.627)
H (1.072, 2.651, 4.492)
H (-1.361, 3.042, 4.706)
H (-2.951, 1.251, 4.060)
H (-2.117, -0.886, 3.192)
C (1.359, 2.957, -0.930)
C (-0.081, 3.337, -0.564)
C (-0.363, 4.761, -1.077)
C (-0.148, 3.338, 0.976)
Si (-1.289, 2.104, -1.370)
Br (-1.145, 0.241, 0.017)
C (-0.770, 1.466, -3.092)
C (-0.426, 2.658, -4.004)
C (0.455, 0.547, -3.006)
C (-1.882, 0.640, -3.757)
C (-3.146, 2.560, -1.215)
C (-3.450, 3.190, 0.153)
C (-4.087, 1.351, -1.346)
C (-3.509, 3.582, -2.309)
H (2.045, 3.631, -0.405)
H (1.582, 3.045, -1.993)
H (1.600, 1.941, -0.612)
H (0.412, 5.431, -0.688)
H (-1.324, 5.144, -0.734)
H (-0.336, 4.832, -2.167)
H (0.573, 4.078, 1.340)
H (0.139, 2.373, 1.398)
H (-1.120, 3.603, 1.380)
H (0.448, 3.206, -3.652)
H (-1.256, 3.361, -4.102)
H (-0.192, 2.282, -5.005)
H (1.331, 1.021, -2.569)
H (0.725, 0.230, -4.022)
H (0.205, -0.350, -2.433)
H (-2.765, 1.232, -3.993)
H (-2.184, -0.209, -3.140)
H (-1.497, 0.241, -4.702)
H (-3.176, 2.529, 0.978)
H (-4.528, 3.373, 0.217)
H (-2.950, 4.146, 0.294)
H (-3.919, 0.620, -0.555)
H (-4.008, 0.841, -2.302)
H (-5.118, 1.710, -1.249)
H (-2.883, 4.475, -2.276)
H (-4.546, 3.903, -2.161)
H (-3.441, 3.158, -3.311)
N (3.984, -1.471, 0.919)
C (3.571, -0.492, 0.044)
O (2.333, -0.171, 0.088)
C (4.495, 0.019, -0.873)
C (5.841, -0.431, -0.803)
N (6.910, -0.848, -0.672)
C (4.109, 0.802, -1.990)
N (3.798, 1.395, -2.930)
H (3.405, -1.569, 1.743)
H (4.978, -1.582, 1.062)

Values from the calculation:
net charge: 0
highest occupied orbital energy (alpha / beta): -7.82 / -7.51 eV
multiplicity: 4
HOMO-LUMO gap (alpha / beta): 7.787 / 7.372 eV


no.,energy (Eh)
1,-1941.3111
2,-6054.3575